The following is a DFT calculation (ωB97M-V with the def2-TZVPD basis set) of a 11-piece molecular cluster, C35H72N11O14S overall at a distorted geometry.

Positions of all 133 atoms, in Å:
C -0.200317 0.242145 -4.290520
N -0.040854 1.714416 -4.205725
C 0.082653 2.382308 -5.392821
C 0.225775 3.822732 -5.409530
C 0.131579 4.526198 -4.193713
C 0.008326 3.792248 -3.005203
C -0.105637 2.377231 -3.028957
C 0.300803 6.020604 -4.102100
C -0.301733 6.704925 -3.022887
C -0.244694 8.094416 -2.958980
N 0.514867 8.783477 -3.851560
C 1.171346 8.171890 -4.836661
C 1.054415 6.759433 -4.993397
C 0.652434 10.245879 -3.664601
H -0.098287 -0.039670 -5.338499
H -1.164696 -0.052945 -3.877012
H 0.548717 -0.207137 -3.638451
H 0.143671 1.814851 -6.309702
H 0.261623 4.381127 -6.333268
H 0.078083 4.311087 -2.060559
H -0.161723 1.735189 -2.162330
H -0.810022 6.222083 -2.201367
H -0.592494 8.654026 -2.103251
H 1.833625 8.715486 -5.494152
H 1.609650 6.229752 -5.753360
H 0.430615 10.749571 -4.605447
H 1.679117 10.496218 -3.397465
H -0.072257 10.579568 -2.921914
C -1.255117 -1.103608 3.974465
C 0.200462 -1.023676 3.666940
O 1.062018 -0.656566 4.473466
N 0.588547 -1.627200 2.296369
H 0.457971 -2.628265 2.326622
H -0.053767 -1.311968 1.583518
C 1.968217 -1.188132 1.743877
H -1.566763 -2.147277 4.016263
H -1.743743 -0.586216 3.148841
H -1.558874 -0.646981 4.916445
H 2.718560 -1.520519 2.461242
H 2.011285 -0.111991 1.576089
H 2.188231 -1.691765 0.802572
S -0.948853 0.109035 -0.260278
O -0.954772 1.466053 0.239213
O -1.761439 -0.037792 -1.483107
O 0.449109 -0.181442 -0.629402
O -1.452213 -0.756280 0.776960
O -5.348949 -2.882963 2.043439
C -4.301896 -2.651761 1.495178
N -4.012571 -1.510191 0.880691
C -3.128379 -3.711365 1.469463
H -3.039058 -1.381003 0.644741
H -4.604846 -0.693238 0.837138
H -3.455208 -4.750410 1.428706
H -2.582022 -3.713248 2.412652
H -2.519877 -3.557588 0.578290
O 2.735608 1.542337 -2.884940
C 3.449334 1.096527 -2.004040
N 2.991872 0.399126 -1.010521
C 4.980200 1.323641 -2.136991
H 1.985749 0.316743 -0.978421
H 3.566987 -0.261208 -0.507229
H 5.475650 1.299253 -1.166408
H 5.089801 2.330716 -2.539362
H 5.535842 0.684948 -2.823605
O 1.976220 3.981536 2.996792
C 1.559174 3.189835 2.142368
N 0.431891 2.489672 2.285238
C 2.352666 3.012223 0.861356
H -0.028927 2.532141 3.182984
H -0.039810 2.249451 1.425074
H 1.619630 3.184428 0.073268
H 2.635653 1.962009 0.790025
H 3.257778 3.604824 0.728371
O 3.605903 -2.555118 -1.106848
C 2.937953 -2.709355 -2.080247
N 1.825091 -2.042027 -2.203268
C 3.345218 -3.749970 -3.081460
H 1.042414 -2.372236 -2.749591
H 1.605133 -1.448296 -1.416367
H 3.324962 -4.746006 -2.639212
H 4.256610 -3.345654 -3.521902
H 2.732848 -3.730637 -3.982981
O -4.961276 1.245761 1.482878
C -4.248063 1.750751 2.374829
N -2.950125 1.702072 2.315427
C -4.868431 2.397802 3.522572
H -2.433951 1.347894 1.522825
H -2.372155 1.952144 3.105059
H -4.319253 2.110355 4.419164
H -5.931279 2.160805 3.570322
H -4.835348 3.477844 3.379384
O 0.047010 -3.234784 -4.202243
C -0.891424 -3.659683 -3.575573
N -1.675272 -2.826723 -2.904868
C -1.048979 -5.173635 -3.491646
H -1.452786 -1.841533 -2.902430
H -2.536157 -3.134303 -2.475495
H -1.490802 -5.500615 -4.432903
H -1.513477 -5.555484 -2.582507
H -0.083565 -5.672583 -3.407200
O -3.232504 5.456611 -0.840543
C -2.617515 4.587816 -0.291298
N -2.420640 3.412457 -0.863417
C -2.070673 4.751371 1.097988
H -2.791887 3.253714 -1.789197
H -1.879435 2.667431 -0.448530
H -2.876927 5.085702 1.750879
H -1.289797 5.504340 0.991323
H -1.678313 3.823700 1.514616
C 2.480103 -7.724122 6.773422
O 1.951815 -6.427379 6.315593
C 0.531236 -6.323053 6.234142
C 0.261038 -4.931640 5.553977
N 0.715700 -4.731274 4.189078
C 0.144475 -5.619278 3.134160
C 0.741917 -5.293369 1.835885
O 0.238262 -4.030019 1.388905
C 0.357532 -3.836230 0.006435
H 2.273940 -7.860075 7.835070
H 3.534513 -7.990199 6.699131
H 1.967380 -8.493978 6.196756
H 0.101142 -6.289786 7.235150
H 0.031744 -7.135544 5.706450
H 0.657529 -4.137540 6.186686
H -0.821684 -4.817086 5.502273
H 1.713144 -4.667059 4.043892
H -0.928602 -5.494254 2.989318
H 0.392736 -6.655616 3.363230
H 0.480580 -6.019176 1.065827
H 1.826062 -5.267201 1.945635
H 0.272801 -2.773567 -0.220861
H -0.419765 -4.408291 -0.500188
H 1.377330 -4.133147 -0.238428

Atomic forces in eV per Å
0.133 0.296 0.709
-0.547 0.239 -1.506
0.730 3.434 0.793
-0.833 -2.948 0.437
0.919 1.951 0.176
-0.243 -2.348 -0.040
0.651 1.908 -0.343
-1.123 -3.129 0.561
-0.207 2.540 0.677
0.418 -2.697 0.652
-0.478 2.540 0.729
0.629 -4.057 -1.640
0.654 2.944 -0.384
-0.062 -0.536 -0.596
0.075 -0.177 0.335
-0.092 0.284 -0.239
0.226 -0.042 -0.337
-0.132 -0.133 0.171
0.159 -0.322 -0.187
-0.216 -0.293 0.082
-0.064 0.240 0.084
-0.259 -0.170 -0.209
-0.296 -0.065 -0.147
-0.155 0.321 0.168
0.123 0.340 -0.207
-0.070 0.000 -0.018
-0.075 0.006 0.273
0.287 -0.044 -0.004
-0.117 0.295 -0.575
2.636 0.135 2.770
-2.190 -1.028 -3.226
2.113 2.829 1.072
0.221 -1.276 -0.019
-1.523 0.468 -0.499
-0.142 -0.968 1.045
-0.030 -0.086 -0.355
-0.513 -0.299 -0.087
0.586 0.096 -0.045
-0.057 0.285 0.056
-0.382 -0.164 0.324
-0.426 -0.156 0.071
0.075 -0.233 -4.194
-0.363 1.969 0.676
-0.017 0.209 0.466
0.276 -0.881 0.646
0.269 -1.632 1.851
-1.100 -0.597 0.658
0.804 -1.023 0.116
0.848 -0.013 -0.673
-0.817 0.236 -0.171
-0.231 0.284 -0.237
-0.297 -0.051 0.382
-0.737 0.157 -0.183
0.362 0.591 -0.161
0.448 0.196 0.357
-0.919 0.718 -0.455
2.705 0.342 -2.402
0.021 -0.785 1.758
-0.397 0.535 0.581
-0.257 -0.110 0.292
0.036 0.158 -0.113
0.049 -0.107 0.034
-0.029 0.035 0.061
-0.518 -0.382 0.019
-0.420 -0.890 -0.266
2.418 2.514 1.226
-0.004 -0.514 0.074
-0.982 -0.875 -0.036
0.002 0.312 -0.296
-0.437 -0.721 0.144
0.283 0.003 -0.546
-0.028 0.040 -0.144
-0.447 0.285 0.441
2.760 0.612 3.147
-0.505 -2.051 -1.385
-2.166 0.923 -0.541
-0.637 0.952 -1.503
0.302 0.062 -0.535
-0.361 -0.018 -0.278
0.641 0.200 -0.091
0.734 -0.806 0.587
-0.678 -0.241 0.250
0.772 0.680 0.665
-3.179 -1.629 -2.398
3.049 0.006 0.618
-0.565 0.790 0.980
-0.251 -0.094 -0.250
-0.335 0.212 -0.093
-0.283 0.250 0.295
0.261 -0.326 0.131
0.287 0.134 0.183
1.573 0.833 -1.258
0.320 -1.411 0.622
-1.239 -0.160 0.656
-0.028 -0.067 0.416
-0.249 0.091 0.208
0.222 0.192 0.098
-0.311 -0.263 0.295
-0.920 0.248 -0.288
0.369 0.572 -0.467
-0.999 2.241 -0.957
0.027 -1.022 0.933
0.226 -1.099 -0.914
0.143 -0.145 0.041
-0.071 0.176 0.172
-0.059 -0.080 0.110
0.139 0.296 -0.080
0.030 0.077 0.528
0.143 0.225 -0.171
-1.753 0.192 -0.024
1.303 -1.277 0.036
0.766 1.334 -0.115
-0.184 -1.044 -0.099
-0.758 0.041 -1.125
0.296 0.177 1.609
0.188 0.597 -1.202
-0.124 -0.312 1.162
0.632 0.099 0.018
-0.396 0.041 0.098
0.252 1.334 -0.666
-0.179 -0.215 0.130
-0.114 -0.002 0.220
0.293 -0.257 -0.299
0.082 -0.087 -0.017
-0.192 0.079 0.279
0.117 -0.215 0.520
-0.177 -0.022 0.649
-0.286 -0.347 -0.059
0.033 -0.325 0.101
0.335 0.137 -0.344
-0.321 -0.080 0.038
0.141 -0.040 -0.342
-0.038 -0.157 -0.718

Lowest unoccupied orbital energy (spin up / spin down), eV: -0.07 / -0.60
Highest occupied orbital energy (spin up / spin down), eV: -5.84 / -8.61
Total energy, a.u.: -3430.7547
Spin multiplicity: 2
Gap between HOMO and LUMO (spin up / spin down), eV: 5.8 / 8.0